# C10H17BN2O2

One molecule with the formula C10H17BN2O2 in a non-equilibrium geometry (ωB97M-V/def2-TZVPD, the OMol25 dataset).

Atoms and positions in Å:
B  -0.419  -1.633  -0.618
C  -1.691  1.831  0.139
C  -0.590  2.598  0.341
C  -0.409  -0.087  -0.399
C  -1.642  0.435  -0.093
C  0.819  0.840  -0.225
C  -3.989  0.087  0.648
C  2.854  -1.051  1.325
C  3.022  1.575  -0.503
C  -2.960  -0.147  -0.486
C  2.611  -0.799  -0.148
N  0.644  2.114  0.093
N  2.114  0.457  -0.513
O  -0.331  -2.186  -1.848
O  -0.688  -2.337  0.590
H  -2.709  2.288  0.309
H  -0.775  3.649  0.403
H  -4.224  1.174  0.673
H  -3.504  -0.177  1.542
H  -4.874  -0.552  0.665
H  1.824  -1.055  1.742
H  3.469  -1.997  1.505
H  3.383  -0.206  1.694
H  2.516  2.464  -0.910
H  3.566  1.615  0.352
H  3.827  1.252  -1.346
H  -3.467  0.059  -1.424
H  -2.678  -1.255  -0.615
H  3.526  -0.992  -0.652
H  2.054  -1.646  -0.523
H  -0.447  -3.046  -2.146
H  -0.832  -3.272  0.427

## Properties
Total energy: -676.1183 Ha
LUMO energy: 0.2100 eV
Structure (SMILES): CCc1ccnc(N(C)CC)c1B(O)O
Frontier orbital gap: 7.88 eV
HOMO energy: -7.666 eV
Strongest force on any atom: 0.1215 hartree/bohr
Relative energy (zero: lowest compared OMol25 entry of this formula, charge and spin): 0.00 kcal per mole

Electronic structure analysis, Mulliken charges in units of e: 0.673, -0.331, -0.902, 0.472, 0.683, 0.275, -1.250, -1.033, -1.099, -0.169, -0.689, -0.686, 0.153, -0.539, -0.610, 0.071, 0.389, 0.259, 0.401, 0.375, 0.231, 0.362, 0.328, 0.390, 0.346, 0.307, 0.351, 0.023, 0.629, 0.042, 0.292, 0.258

---

# C10H17BeCl2F6N4O7S2

C10H17BeCl2F6N4O7S2 as an isolated structure in a non-equilibrium geometry (ωB97M-V/def2-TZVPD, the OMol25 dataset).

Atoms and positions in Å:
Be  0.139  0.179  0.507
F  4.278  -1.797  2.490
C  3.987  -0.855  1.606
F  4.863  -0.889  0.615
F  4.027  0.333  2.187
S  2.282  -1.171  0.915
O  1.865  0.167  0.490
O  2.450  -2.193  -0.065
N  1.395  -1.686  2.118
S  0.682  -0.550  2.973
O  1.496  0.097  3.934
O  -0.135  0.339  2.124
C  -0.587  -1.622  3.812
F  -1.314  -0.949  4.674
F  0.016  -2.640  4.413
F  -1.378  -2.114  2.850
Cl  -2.844  0.529  0.754
C  -4.503  0.027  0.282
Cl  -4.738  -1.697  0.505
H  -4.639  0.260  -0.767
H  -5.204  0.556  0.917
C  -0.186  3.567  1.262
N  -0.010  3.588  -0.186
C  -0.040  2.477  -0.917
N  0.135  2.531  -2.241
O  -0.274  1.361  -0.386
H  -0.260  4.590  1.615
H  0.650  3.068  1.752
H  -1.098  3.029  1.516
H  0.210  4.468  -0.619
H  0.280  3.385  -2.747
H  0.077  1.661  -2.746
O  -0.910  -1.215  -2.112
C  -0.635  -1.799  -1.095
O  -0.291  -1.263  0.044
C  -0.677  -3.341  -1.061
N  0.044  -3.890  0.136
C  -0.784  -4.981  0.747
C  -1.851  -5.279  -0.300
C  -2.092  -3.901  -0.916
H  -0.205  -3.702  -1.973
H  0.183  -3.112  0.798
H  0.985  -4.187  -0.115
H  -1.248  -4.596  1.652
H  -0.171  -5.840  1.006
H  -2.750  -5.691  0.152
H  -1.488  -5.984  -1.050
H  -2.677  -3.283  -0.236
H  -2.603  -3.938  -1.874

## Properties
Total energy: -3467.6660 Ha
LUMO energy: -2.1058 eV
Net charge: +1
Frontier orbital gap: 10.97 eV
HOMO energy: -13.072 eV
Strongest force on any atom: 0.0283 hartree/bohr
Relative energy (zero: lowest compared OMol25 entry of this formula, charge and spin): 17.18 kcal per mole

Electronic structure analysis, Mulliken charges in units of e: -1.099, -0.199, 0.540, -0.186, -0.186, 1.169, -0.414, -0.698, -0.421, 0.983, -0.611, -0.298, 0.608, -0.188, -0.217, -0.149, -0.010, -0.447, -0.142, 0.299, 0.355, -0.746, -0.204, 0.557, -0.384, 0.242, 0.406, 0.203, 0.218, 0.216, 0.182, 0.246, -0.614, 0.055, 0.754, 0.244, 0.327, -0.495, -0.703, -0.412, 0.394, -0.402, 0.468, 0.182, 0.411, 0.419, 0.332, -0.081, 0.494

---

# C10H17Br2N2

An isolated ion of composition C10H17Br2N2 and charge +1 in a non-equilibrium geometry (ωB97M-V/def2-TZVPD, the OMol25 dataset).

Atoms and positions in Å:
C  1.121  2.616  -3.622
C  0.513  1.734  -2.556
Br  1.782  1.117  -1.251
C  -0.753  1.404  -2.501
Br  -2.019  2.002  -3.792
N  -1.218  0.581  -1.405
C  -1.965  1.016  -0.467
C  -2.225  -0.119  0.556
C  -0.812  -0.797  0.377
C  -0.502  -2.082  1.135
C  0.437  -1.869  2.363
C  1.677  -1.036  2.037
N  2.594  -1.009  3.210
C  -0.906  -0.862  -1.180
H  1.825  2.033  -4.222
H  1.720  3.357  -3.075
H  0.365  3.138  -4.202
H  -2.327  2.038  -0.377
H  -2.220  0.338  1.550
H  -3.090  -0.722  0.266
H  -0.162  0.070  0.512
H  0.052  -2.769  0.478
H  -1.417  -2.595  1.446
H  0.792  -2.863  2.649
H  -0.113  -1.368  3.169
H  2.242  -1.406  1.170
H  1.431  0.019  1.816
H  3.424  -0.483  2.938
H  2.137  -0.383  3.874
H  -0.060  -1.265  -1.733
H  -1.851  -1.366  -1.424

## Properties
Total energy: -5648.4727 Ha
LUMO energy: -4.4811 eV
Structure (SMILES): C/C(Br)=C(\Br)[N+]1=CC[C@@H](CCCN)C1
Net charge: +1
Frontier orbital gap: 7.62 eV
HOMO energy: -12.105 eV
Strongest force on any atom: 0.0535 hartree/bohr

Electronic structure analysis, Mulliken charges in units of e: -1.334, 0.459, -0.038, -0.207, -0.048, 0.276, 0.075, -0.870, 0.533, -0.917, -0.718, -0.244, -0.718, -0.870, 0.306, 0.350, 0.452, 0.490, 0.364, 0.370, 0.055, 0.404, 0.358, 0.319, 0.299, 0.335, 0.221, 0.265, 0.273, 0.421, 0.338

---

- Which of these has the lowest HOMO energy?
  C10H17BeCl2F6N4O7S2